Entry i
{"formula": "C4H6O", "method": "ωB97M-V/def2-TZVPD", "spin_multiplicity": 1, "molar_mass_da": 70.1, "orbital_gap_ev": 10.50, "symbols": ["C", "C", "C", "O", "C", "H", "H", "H", "H", "H", "H"], "coordinates": [[-1.144, -0.495, -0.111], [-0.006, -0.028, 0.747], [1.277, -0.169, -0.080], [0.750, 0.660, -1.142], [-0.451, 0.803, -0.410], [-2.161, -0.359, 0.253], [-0.936, -1.439, -0.597], [-0.072, 0.117, 1.816], [1.561, -1.159, -0.466], [2.141, 0.306, 0.390], [-0.960, 1.762, -0.400]]}


Entry ii
{"formula": "C4H6O", "method": "ωB97M-V/def2-TZVPD", "spin_multiplicity": 1, "molar_mass_da": 70.1, "orbital_gap_ev": 10.68, "smiles": "O=CC1CC1", "symbols": ["O", "C", "C", "C", "C", "H", "H", "H", "H", "H", "H"], "coordinates": [[2.239, -0.071, -0.193], [1.124, 0.043, 0.315], [-0.203, -0.063, -0.295], [-1.438, 0.799, 0.016], [-1.438, -0.856, 0.135], [1.030, 0.669, 1.398], [-0.363, 0.009, -1.333], [-1.996, 1.252, -0.780], [-1.320, 1.616, 0.750], [-1.441, -1.384, 1.206], [-2.093, -1.132, -0.726]]}


Stability ranking, top entry: entry i; the second entry is 15.0 kcal/mol less favorable.


Entry i
{"formula": "C2H4BrN", "method": "ωB97M-V/def2-TZVPD", "spin_multiplicity": 1, "molar_mass_da": 122.0, "orbital_gap_ev": 11.25, "smiles": "[H]/N=C(/C)Br", "symbols": ["H", "N", "C", "C", "Br", "H", "H", "H"], "coordinates": [[0.806, 2.165, 0.172], [0.004, 1.567, 0.060], [0.325, 0.383, -0.048], [-0.675, -0.756, 0.058], [2.113, -0.283, -0.035], [-0.189, -1.425, -0.665], [-1.610, -0.280, -0.449], [-0.775, -1.370, 0.906]]}


Entry ii
{"formula": "C2H4BrN", "method": "ωB97M-V/def2-TZVPD", "spin_multiplicity": 1, "molar_mass_da": 122.0, "orbital_gap_ev": 8.84, "symbols": ["C", "C", "N", "Br", "H", "H", "H", "H"], "coordinates": [[1.198, 0.391, -0.044], [-0.937, -0.309, -0.452], [-0.040, 0.579, -0.123], [-0.427, -1.995, -1.349], [1.634, 1.179, 0.476], [1.952, -0.370, -0.288], [-1.943, -0.824, 0.913], [-1.817, 0.091, -0.970]]}


Stability ranking, top entry: entry i; the second entry is 73.6 kcal/mol less favorable.


Entry i
{"formula": "CH6N2", "method": "ωB97M-V/def2-TZVPD", "spin_multiplicity": 1, "molar_mass_da": 46.1, "orbital_gap_ev": [8.38, 8.38], "symbols": ["C", "N", "N", "H", "H", "H", "H", "H", "H"], "coordinates": [[1.025, -0.105, -0.316], [-1.303, -0.254, -0.116], [-0.225, 0.530, -0.130], [1.349, -0.828, 0.518], [0.941, -0.550, -1.331], [1.760, 0.631, -0.321], [-2.127, 0.325, -0.026], [-1.176, -1.122, 0.386], [-0.244, 1.373, 1.336]]}


Entry ii
{"formula": "CH6N2", "method": "ωB97M-V/def2-TZVPD", "spin_multiplicity": 1, "molar_mass_da": 46.1, "orbital_gap_ev": [9.20, 9.42], "symbols": ["C", "N", "N", "H", "H", "H", "H", "H", "H"], "coordinates": [[1.224, -0.259, 0.055], [-1.790, -0.303, 0.040], [0.099, 0.574, -0.207], [1.320, -0.451, 1.194], [0.986, -1.137, -0.397], [2.115, 0.380, -0.279], [-2.088, 0.605, -0.070], [-1.841, -0.720, -0.800], [-0.025, 1.312, 0.464]]}


Stability ranking, top entry: entry ii; the second entry is 2.4 kcal/mol less favorable.


Entry i
{"formula": "CHNO2S", "method": "ωB97M-V/def2-TZVPD", "spin_multiplicity": 1, "molar_mass_da": 91.1, "orbital_gap_ev": 7.72, "symbols": ["C", "N", "O", "O", "S", "H"], "coordinates": [[-0.592, 0.942, -0.479], [-0.953, -0.159, -0.785], [-1.820, -1.018, -1.216], [0.823, -0.387, 0.785], [0.921, 1.009, 0.389], [1.621, -0.386, 1.306]]}


Entry ii
{"formula": "CHNO2S", "method": "ωB97M-V/def2-TZVPD", "spin_multiplicity": 1, "molar_mass_da": 91.1, "orbital_gap_ev": 9.94, "symbols": ["C", "N", "O", "O", "S", "H"], "coordinates": [[-0.524, 1.101, -0.811], [-0.344, -0.075, -0.666], [-0.748, 2.220, -0.614], [0.037, -1.335, -0.437], [0.294, -1.291, 1.142], [1.285, -0.620, 1.387]]}


Stability ranking, top entry: entry ii; the second entry is 31.2 kcal/mol less favorable.


Entry i
{"formula": "CH4ClPS", "method": "ωB97M-V/def2-TZVPD", "spin_multiplicity": 1, "molar_mass_da": 114.5, "orbital_gap_ev": [7.50, 6.85], "symbols": ["C", "P", "S", "Cl", "H", "H", "H", "H"], "coordinates": [[0.904, 0.613, 1.342], [-0.574, -0.816, -1.978], [-0.837, 0.463, 0.850], [-2.131, -2.061, -1.721], [1.151, 0.228, 2.401], [1.063, 1.670, 1.685], [1.549, 0.096, 0.580], [-1.125, -0.194, -3.158]]}


Entry ii
{"formula": "CH4ClPS", "method": "ωB97M-V/def2-TZVPD", "spin_multiplicity": 1, "molar_mass_da": 114.5, "orbital_gap_ev": [7.12, 8.14], "symbols": ["C", "P", "S", "Cl", "H", "H", "H", "H"], "coordinates": [[-1.566, 1.001, 0.088], [1.163, -1.171, -0.043], [1.328, 0.796, -0.180], [-1.755, -0.650, -0.055], [-1.737, 1.604, -0.781], [-1.567, 1.400, 1.087], [2.024, -1.566, -1.077], [2.109, -1.416, 0.961]]}


Stability ranking, top entry: entry i; the second entry is 11.2 kcal/mol less favorable.


Entry i
{"formula": "C3H7OS2", "method": "ωB97M-V/def2-TZVPD", "spin_multiplicity": 1, "charge": -1, "molar_mass_da": 123.2, "orbital_gap_ev": 5.61, "smiles": "[O-]CCCSS", "symbols": ["O", "C", "C", "C", "S", "S", "H", "H", "H", "H", "H", "H", "H"], "coordinates": [[-1.927, 2.248, 0.473], [-2.465, 1.433, -0.465], [-1.729, 0.056, -0.507], [-0.379, 0.146, 0.223], [0.593, -1.402, 0.014], [2.545, -0.604, 0.179], [-3.566, 1.201, -0.260], [-2.464, 1.819, -1.517], [-2.225, -0.763, 0.019], [-1.565, -0.293, -1.550], [0.129, 1.023, -0.183], [-0.611, 0.459, 1.226], [1.972, 0.401, -0.511]]}


Entry ii
{"formula": "C3H7OS2", "method": "ωB97M-V/def2-TZVPD", "spin_multiplicity": 1, "charge": -1, "molar_mass_da": 123.2, "orbital_gap_ev": 5.41, "smiles": "[O-]CCCSS", "symbols": ["O", "C", "C", "C", "S", "S", "H", "H", "H", "H", "H", "H", "H"], "coordinates": [[-0.832, 2.197, 0.979], [-1.131, 1.643, -0.197], [-1.011, 0.099, -0.151], [0.393, -0.271, 0.340], [0.744, -1.993, -0.119], [2.783, -1.996, 0.409], [-2.175, 1.856, -0.559], [-0.462, 1.971, -1.036], [-1.767, -0.283, 0.533], [-1.195, -0.376, -1.122], [1.098, 0.398, -0.158], [0.438, -0.190, 1.418], [3.118, -3.056, -0.336]]}


Stability ranking, top entry: entry ii; the second entry is 9.2 kcal/mol less favorable.


Entry i
{"formula": "C2HCl2O2P", "method": "ωB97M-V/def2-TZVPD", "spin_multiplicity": 1, "molar_mass_da": 158.9, "orbital_gap_ev": 7.82, "smiles": "O=C=C(Cl)P=O.Cl", "symbols": ["O", "C", "C", "Cl", "P", "O", "Cl", "H"], "coordinates": [[-0.014, 1.720, -1.612], [0.155, 1.176, -0.632], [0.445, 0.508, 0.509], [1.302, -1.069, 0.101], [0.453, 0.847, 2.580], [0.574, 2.261, 2.921], [-1.315, -2.166, -1.615], [-1.600, -3.277, -2.252]]}


Entry ii
{"formula": "C2HCl2O2P", "method": "ωB97M-V/def2-TZVPD", "spin_multiplicity": 1, "molar_mass_da": 158.9, "orbital_gap_ev": 8.02, "symbols": ["C", "C", "O", "O", "P", "Cl", "Cl", "H"], "coordinates": [[1.384, -0.759, 0.179], [0.292, 0.168, -0.323], [0.500, 0.961, -1.191], [2.937, 1.965, 0.431], [3.352, 0.649, 0.853], [1.046, -2.376, 0.370], [2.822, -0.614, -1.048], [-0.603, 0.117, 0.215]]}


Stability ranking, top entry: entry i; the second entry is 10.1 kcal/mol less favorable.


Entry i
{"formula": "C2H6O2", "method": "ωB97M-V/def2-TZVPD", "spin_multiplicity": 1, "molar_mass_da": 62.1, "orbital_gap_ev": 11.90, "smiles": "O=CO.C", "symbols": ["O", "C", "O", "H", "H", "C", "H", "H", "H", "H"], "coordinates": [[-0.990, -3.567, 2.086], [-2.081, -3.081, 2.115], [-2.360, -1.894, 2.671], [-2.999, -3.487, 1.689], [-1.519, -1.562, 3.027], [1.989, 2.729, -2.300], [1.644, 2.164, -1.446], [2.923, 3.236, -2.092], [2.163, 2.024, -3.120], [1.231, 3.439, -2.630]]}


Entry ii
{"formula": "C2H6O2", "method": "ωB97M-V/def2-TZVPD", "spin_multiplicity": 1, "molar_mass_da": 62.1, "orbital_gap_ev": 10.24, "smiles": "COCO", "symbols": ["C", "O", "C", "O", "H", "H", "H", "H", "H", "H"], "coordinates": [[-1.038, 0.072, -0.736], [-0.539, 0.720, 0.343], [0.667, 0.201, 0.906], [1.511, -0.430, 0.008], [-0.253, 0.126, -1.610], [-1.313, -0.885, -0.391], [-1.682, 0.616, -1.237], [1.422, 1.208, 1.098], [0.291, -0.193, 1.766], [0.936, -1.433, -0.147]]}


Entry iii
{"formula": "C2H6O2", "method": "ωB97M-V/def2-TZVPD", "spin_multiplicity": 1, "molar_mass_da": 62.1, "orbital_gap_ev": 10.24, "smiles": "C=CO.O", "symbols": ["C", "C", "O", "H", "H", "H", "H", "O", "H", "H"], "coordinates": [[-0.211, -0.692, 0.827], [0.535, -1.053, -0.192], [-0.043, -0.982, -1.454], [0.226, -0.630, 1.806], [-1.194, -0.223, 0.626], [1.637, -1.077, -0.221], [0.553, -1.149, -2.106], [-0.533, 2.305, 0.239], [-1.200, 1.717, 0.589], [0.230, 1.783, -0.114]]}


Entry iv
{"formula": "C2H6O2", "method": "ωB97M-V/def2-TZVPD", "spin_multiplicity": 1, "molar_mass_da": 62.1, "orbital_gap_ev": 10.81, "smiles": "CC=O.O", "symbols": ["C", "C", "O", "H", "H", "H", "H", "O", "H", "H"], "coordinates": [[1.198, -0.647, -0.011], [0.414, 0.155, -1.080], [-0.410, 0.996, -0.852], [0.400, -0.937, 0.716], [1.985, 0.038, 0.332], [1.596, -1.496, -0.514], [0.684, -0.095, -2.123], [-2.268, 0.905, 1.126], [-1.647, 0.899, 1.853], [-1.952, 0.185, 0.554]]}


Stability ranking, top entry: entry i; the second entry is 19.6 kcal/mol less favorable.